1.
ORCA calculation (ωB97M-V/def2-TZVPD) on a cluster of 3 separate species, C23H36N2O5 in total in a non-equilibrium geometry.

The LUMO energy is -0.74 eV. For the frontier orbital gap, the calculation gives 7.89 eV. Its SMILES is COCCCCCCc1ccc2nccnc2c1.CCOC(C)=O.CCOC(C)=O. The total energy comes out at -37645.231 eV. The spin multiplicity is 1. For the HOMO energy, the calculation gives -8.6 eV.

Last column: Löwdin charge in e.
Positions of all 66 atoms, in Å:
1 C 0.962 5.498 -1.234  -0.13
2 O 2.205 4.948 -0.733  -0.23
3 C 2.440 3.608 -1.252  -0.23
4 C 2.880 3.622 -2.821  -0.16
5 C 3.398 2.124 -3.230  -0.20
6 C 2.249 1.280 -3.977  -0.21
7 C 2.736 -0.193 -4.450  -0.20
8 C 1.958 -1.371 -3.620  -0.17
9 C 2.153 -0.967 -2.056  -0.18
10 C 3.663 -0.996 -1.542  -0.03
11 C 3.884 -0.568 -0.069  0.00
12 C 2.702 -0.121 0.888  -0.19
13 N 3.069 0.277 2.220  0.05
14 C 1.940 0.666 3.000  -0.07
15 C 0.481 0.608 2.462  -0.07
16 N 0.067 0.215 1.153  0.08
17 C 1.238 -0.124 0.388  -0.18
18 C 1.000 -0.545 -1.125  0.02
19 H 1.219 6.472 -1.804  0.10
20 H 0.399 4.804 -1.949  0.09
21 H 0.234 5.816 -0.398  0.09
22 H 3.319 3.180 -0.639  0.13
23 H 1.550 2.897 -1.060  0.13
24 H 3.826 4.284 -2.874  0.12
25 H 2.043 3.989 -3.510  0.11
26 H 3.738 1.651 -2.233  0.09
27 H 4.336 2.255 -3.892  0.12
28 H 2.017 1.854 -4.959  0.11
29 H 1.250 1.257 -3.398  0.11
30 H 2.533 -0.397 -5.558  0.10
31 H 3.867 -0.356 -4.255  0.10
32 H 0.819 -1.284 -3.800  0.11
33 H 2.371 -2.415 -3.846  0.11
34 H 4.514 -1.291 -2.262  0.10
35 H 4.980 -0.567 0.294  0.10
36 H 2.132 1.022 4.070  0.11
37 H -0.358 0.919 3.194  0.09
38 H -0.066 -0.534 -1.570  0.10
39 O -2.237 1.466 3.102  0.05
40 C -3.280 1.106 2.596  -0.52
41 O -4.207 0.480 3.340  0.01
42 C -5.543 0.197 2.894  -0.22
43 C -5.594 -1.115 2.136  -0.07
44 C -3.514 1.262 1.122  0.01
45 H -5.952 1.031 2.319  0.11
46 H -6.155 0.115 3.795  0.12
47 H -4.986 -1.078 1.229  0.07
48 H -6.622 -1.356 1.854  0.09
49 H -5.195 -1.930 2.753  0.05
50 H -3.088 0.405 0.598  0.09
51 H -3.010 2.172 0.788  0.10
52 H -4.562 1.378 0.854  0.07
53 O -3.914 -3.179 2.901  0.07
54 C -2.845 -3.401 2.371  -0.49
55 O -2.531 -4.652 1.986  0.01
56 C -1.393 -4.984 1.175  -0.23
57 C -0.157 -5.182 2.027  -0.06
58 C -1.819 -2.315 2.223  0.02
59 H -1.244 -4.245 0.384  0.11
60 H -1.639 -5.924 0.675  0.12
61 H 0.120 -4.265 2.552  0.07
62 H 0.689 -5.496 1.411  0.08
63 H -0.338 -5.942 2.791  0.08
64 H -1.230 -2.250 3.139  0.11
65 H -2.340 -1.369 2.065  0.06
66 H -1.161 -2.447 1.367  0.07



2.
ORCA calculation (ωB97M-V/def2-TZVPD) on a structure of composition C23H36N7O6SeTi.

The LUMO energy (alpha / beta) is 2.44 / 2.44 eV. For the frontier orbital gap (alpha / beta), the calculation gives 5.98 / 5.79 eV. The total energy comes out at -135618.267 eV. The energy above the lowest of the compared OMol25 structures with the same formula, charge and spin comes out at 0.000 eV. The charge is -1. The spin multiplicity is 1. For the HOMO energy (alpha / beta), the calculation gives -3.5 / -3.3 eV.

Last column: Löwdin charge in e.
Positions of all 74 atoms, in Å:
1 Ti 1.278 -0.500 0.076  0.81
2 N 0.480 0.404 1.944  0.03
3 C -0.946 0.711 1.858  -0.26
4 C -1.688 0.873 3.198  -0.12
5 C -2.201 2.291 3.472  -0.18
6 C -3.494 2.643 2.716  -0.18
7 N -3.480 2.327 1.295  0.07
8 C -2.594 2.929 0.467  -0.49
9 N -1.991 4.057 0.758  0.20
10 N -2.335 2.315 -0.708  0.21
11 C -1.597 -0.312 0.898  -0.59
12 O -2.838 -0.341 0.823  -0.01
13 O -0.796 -0.999 0.205  -0.09
14 H 0.705 -0.298 2.645  0.10
15 H 1.048 1.229 2.109  0.12
16 H -0.955 1.650 1.305  0.11
17 H -1.002 0.584 3.999  0.11
18 H -2.528 0.174 3.231  0.12
19 H -1.408 3.007 3.239  0.10
20 H -2.413 2.408 4.539  0.11
21 H -3.754 3.695 2.862  0.11
22 H -4.316 2.066 3.141  0.12
23 H -3.544 1.316 1.117  0.10
24 H -2.185 4.448 1.663  0.09
25 H -1.085 4.417 0.149  0.07
26 H -2.629 1.348 -0.762  0.11
27 H -1.385 2.463 -1.049  0.09
28 C 4.856 -0.744 2.621  -0.04
29 C 3.849 -0.346 1.591  -0.32
30 N 2.690 -1.033 1.400  -0.25
31 O 2.386 -1.987 2.404  -0.10
32 C 3.940 0.687 0.690  -0.29
33 C 5.092 1.626 0.506  -0.03
34 N 2.847 0.700 -0.121  -0.09
35 O 2.835 1.707 -1.090  -0.05
36 H 4.996 -1.826 2.617  0.07
37 H 4.548 -0.468 3.634  0.07
38 H 5.816 -0.272 2.417  0.07
39 H 2.074 -2.740 1.867  0.01
40 H 5.588 1.826 1.457  0.07
41 H 4.738 2.571 0.097  0.07
42 H 5.838 1.228 -0.189  0.08
43 O 0.953 0.514 -1.514  -0.21
44 C 1.464 1.778 -1.529  -0.64
45 C 1.464 2.467 -2.900  -0.08
46 C 1.256 3.933 -2.554  -0.09
47 C 0.591 3.830 -1.190  -0.53
48 O -0.045 4.832 -0.712  -0.08
49 N 0.698 2.655 -0.635  0.16
50 H 0.623 2.061 -3.463  0.12
51 H 2.383 2.252 -3.444  0.12
52 H 0.624 4.488 -3.246  0.11
53 H 2.200 4.475 -2.454  0.12
54 C -3.829 -4.580 -3.160  -0.07
55 C -2.510 -4.172 -2.558  -0.28
56 C -1.559 -3.492 -3.301  -0.03
57 C -0.333 -3.110 -2.760  -0.30
58 C 0.642 -2.345 -3.612  -0.09
59 C -0.049 -3.423 -1.427  -0.51
60 Se 1.645 -2.910 -0.670  0.78
61 C -1.004 -4.100 -0.656  -0.30
62 C -0.767 -4.402 0.798  -0.09
63 C -2.213 -4.465 -1.233  -0.03
64 H -3.960 -4.141 -4.150  0.07
65 H -4.664 -4.257 -2.535  0.07
66 H -3.899 -5.666 -3.265  0.07
67 H -1.775 -3.238 -4.335  0.10
68 H 0.247 -2.218 -4.622  0.07
69 H 1.602 -2.861 -3.671  0.06
70 H 0.841 -1.361 -3.182  0.05
71 H -0.642 -3.470 1.352  0.06
72 H 0.144 -4.985 0.942  0.06
73 H -1.612 -4.949 1.219  0.07
74 H -2.951 -4.978 -0.623  0.11



3.
ORCA calculation (ωB97M-V/def2-TZVPD) on a structure of composition C23H36P2Sr in a non-equilibrium geometry.

The LUMO energy (alpha / beta) is -1.20 / -1.20 eV. For the frontier orbital gap (alpha / beta), the calculation gives 3.88 / 3.87 eV. The total energy comes out at -43835.911 eV. The energy above the lowest of the compared OMol25 structures with the same formula, charge and spin comes out at 1.178 eV. The spin multiplicity is 1. For the HOMO energy (alpha / beta), the calculation gives -5.1 / -5.1 eV.

Last column: Löwdin charge in e.
Positions of all 62 atoms, in Å:
1 P 0.256 -1.636 -4.944  0.90
2 P 0.366 2.048 -4.149  0.92
3 C 0.535 -0.150 -5.956  -0.37
4 C 1.315 1.033 -5.370  -0.34
5 H -0.442 0.157 -6.352  0.06
6 H 1.079 -0.536 -6.835  0.09
7 H 2.265 0.697 -4.910  0.06
8 H 1.573 1.754 -6.173  0.09
9 C -0.461 3.264 -5.232  -0.23
10 H -0.751 4.126 -4.608  0.06
11 H -1.365 2.868 -5.721  0.05
12 H 0.244 3.590 -6.009  0.05
13 C 1.607 3.047 -3.304  -0.33
14 H 1.593 4.068 -3.712  0.06
15 H 2.634 2.663 -3.567  0.01
16 H 1.375 3.137 -2.213  0.03
17 C -0.838 -2.707 -5.913  -0.20
18 H -1.052 -3.634 -5.360  0.06
19 H -0.314 -2.966 -6.843  0.04
20 H -1.796 -2.221 -6.148  0.06
21 C 1.899 -2.322 -4.873  -0.21
22 H 2.635 -1.513 -4.811  0.04
23 H 2.035 -2.864 -5.814  0.05
24 H 2.012 -3.009 -4.026  0.06
25 Sr 2.862 1.217 -1.619  1.24
26 C -1.612 1.266 -3.595  -0.30
27 C -2.101 0.499 -4.690  -0.25
28 C -3.428 -0.154 -4.450  -0.21
29 C -3.362 -1.209 -3.296  -0.26
30 C -2.189 -2.071 -3.300  -0.21
31 C -0.796 -1.753 -3.253  -0.41
32 C -0.219 -0.469 -2.527  -0.25
33 C -1.260 0.607 -2.230  -0.19
34 C 2.506 -1.145 -0.429  -0.35
35 H -2.117 2.239 -3.498  0.11
36 H -2.016 0.873 -5.735  0.07
37 H -3.912 -0.593 -5.353  0.10
38 H -4.085 0.706 -4.140  0.10
39 H -3.463 -0.653 -2.353  0.07
40 H -4.239 -1.886 -3.305  0.11
41 H -2.396 -3.144 -3.363  0.07
42 H -0.210 -2.603 -2.835  0.11
43 H 0.492 0.000 -3.268  0.00
44 H 0.451 -0.726 -1.673  0.06
45 H -2.139 0.196 -1.736  0.09
46 H -0.836 1.327 -1.485  0.11
47 H 3.475 -0.813 -0.002  -0.10
48 H 2.625 -2.078 -1.007  -0.08
49 H 1.747 -1.202 0.366  -0.05
50 C 1.866 1.684 0.676  -0.21
51 C 1.453 1.573 1.850  -0.23
52 C 1.035 1.426 3.203  -0.28
53 C -0.174 2.014 3.638  -0.05
54 C -0.615 1.843 4.951  -0.10
55 C 0.138 1.074 5.845  -0.11
56 C 1.328 0.469 5.430  -0.10
57 C 1.772 0.645 4.122  -0.04
58 H -0.754 2.596 2.925  0.11
59 H -1.554 2.303 5.272  0.10
60 H -0.217 0.943 6.871  0.10
61 H 1.901 -0.143 6.131  0.10
62 H 2.692 0.171 3.795  0.11



4.
ORCA calculation (ωB97M-V/def2-TZVPD) on a structure of composition C23H37As3AuFNOS.

The LUMO energy is -3.33 eV. For the frontier orbital gap, the calculation gives 7.43 eV. The total energy comes out at -227742.214 eV. The energy above the lowest of the compared OMol25 structures with the same formula, charge and spin comes out at 0.000 eV. The charge is +1. The spin multiplicity is 1. For the HOMO energy, the calculation gives -10.8 eV.

Last column: Löwdin charge in e.
Positions of all 68 atoms, in Å:
1 Au 0.746 0.266 -1.056  0.71
2 O 2.782 0.524 -0.977  -0.29
3 N 3.213 1.762 -1.297  -0.17
4 C 4.539 1.865 -1.526  0.00
5 C 5.113 3.074 -1.801  -0.03
6 C 4.301 4.208 -1.841  -0.04
7 C 2.950 4.078 -1.620  -0.08
8 C 2.380 2.829 -1.354  -0.62
9 S 0.664 2.654 -1.152  0.63
10 H 5.070 0.928 -1.464  0.14
11 H 6.176 3.129 -1.981  0.12
12 H 4.725 5.179 -2.053  0.12
13 H 2.288 4.931 -1.657  0.11
14 C -2.491 1.474 -1.621  -0.28
15 As -1.602 -0.098 -0.947  1.07
16 C -2.375 -1.505 -2.021  -0.25
17 C -2.445 -0.224 0.812  -0.30
18 C -2.057 -1.285 1.858  -0.66
19 C -1.575 -2.562 1.162  -0.08
20 C -0.989 -0.803 2.850  -0.35
21 As 0.743 -0.180 2.130  1.11
22 C 0.506 1.733 2.464  -0.34
23 C 1.830 -0.583 3.705  -0.32
24 C -3.327 -1.652 2.660  -0.38
25 As -4.578 -0.383 3.573  1.15
26 C -5.496 0.417 2.021  -0.36
27 C -3.508 1.205 4.038  -0.35
28 H -3.568 1.367 -1.493  0.05
29 H -2.256 1.603 -2.676  0.04
30 H -2.144 2.345 -1.069  0.01
31 H -3.449 -1.509 -1.838  0.05
32 H -1.970 -2.480 -1.768  0.02
33 H -2.187 -1.289 -3.071  0.04
34 H -3.483 -0.391 0.513  0.06
35 H -2.402 0.788 1.221  0.07
36 H -0.652 -2.379 0.603  0.04
37 H -2.336 -2.947 0.480  0.08
38 H -1.369 -3.342 1.895  0.10
39 H -0.754 -1.639 3.515  0.08
40 H -1.391 -0.010 3.477  0.04
41 H 0.180 1.910 3.489  0.03
42 H -0.221 2.153 1.771  -0.01
43 H 1.454 2.245 2.296  0.02
44 H 1.383 -0.160 4.604  0.03
45 H 2.824 -0.162 3.564  0.02
46 H 1.925 -1.662 3.819  0.02
47 H -3.032 -2.349 3.447  0.06
48 H -4.007 -2.216 2.010  0.07
49 H -5.839 -0.368 1.346  0.02
50 H -4.880 1.131 1.475  0.01
51 H -6.377 0.939 2.393  0.02
52 H -2.837 0.987 4.867  0.02
53 H -4.220 1.958 4.377  0.02
54 H -2.942 1.620 3.205  0.00
55 F 4.796 -1.944 -5.588  0.08
56 C 3.888 -1.915 -4.601  -0.28
57 C 4.305 -2.135 -3.302  0.00
58 C 3.366 -2.092 -2.286  -0.05
59 C 2.020 -1.847 -2.559  -0.33
60 C 1.015 -1.785 -1.462  -0.24
61 C 1.638 -1.641 -3.886  -0.04
62 C 2.565 -1.670 -4.914  0.00
63 H 5.348 -2.345 -3.104  0.12
64 H 3.678 -2.256 -1.263  0.12
65 H 1.376 -2.258 -0.550  0.06
66 H 0.094 -2.264 -1.775  0.02
67 H 0.596 -1.454 -4.121  0.11
68 H 2.278 -1.517 -5.945  0.12